Here is a molecular structure, C18H27CdCl6F3O19S in a non-equilibrium geometry from the OMol25 dataset. Energies are from ωB97M-V with the def2-TZVPD basis set.

The orbital gap is 3.8 eV. Its strongest force on any atom is 5.54 eV Å⁻¹.

```
! wB97M-V def2-TZVPD RIJCOSX def2/J DEFGRID3
* xyz 0 1
H -3.379 4.228 0.033
H 3.925 -3.275 -4.679
C -3.922 -5.855 -4.800
C 4.569 -2.874 -3.896
O 6.747 -4.768 -1.717
H 1.773 -3.863 4.315
F -5.213 4.874 -0.467
Cl 1.016 3.715 6.708
O -5.732 -2.310 2.310
H 1.769 5.857 0.621
C -1.356 1.673 -4.704
C -0.515 3.614 5.847
C -6.352 -3.429 2.830
Cl 1.972 -5.421 2.463
H 2.923 5.478 -0.626
C -5.069 5.642 2.318
O 5.338 6.994 2.141
H -5.791 2.853 1.075
F -5.030 -2.247 0.156
H 6.548 -5.695 0.133
H 0.334 -4.023 3.228
O 1.781 -0.422 1.365
O -0.127 0.782 0.656
H -4.273 3.109 2.096
C 4.451 6.171 1.450
H -3.738 -2.309 1.649
C -1.847 -5.773 -4.196
C -5.044 3.546 1.461
H 5.870 8.872 2.828
O -5.708 -4.528 2.410
C -4.759 -2.623 1.430
C -4.344 4.481 0.472
H 6.332 8.606 1.174
C 1.153 -4.540 3.728
O -5.112 -6.192 -4.810
O 3.646 6.870 0.664
H -3.725 -4.525 1.719
O -4.138 5.574 1.308
H -0.422 4.180 4.920
O 4.340 4.948 1.657
H 8.219 -5.225 -0.277
C 2.551 6.291 -0.002
H -0.614 2.549 5.639
Cl -1.958 4.198 6.734
H -1.751 -3.601 -4.498
H 6.987 -4.011 0.275
Cd 4.829 0.577 0.921
O 5.834 -2.645 -1.275
O 1.998 0.624 -0.531
H 2.072 7.060 -0.608
H 3.856 -2.432 -3.199
S 0.951 -0.084 0.201
C -4.712 -4.142 1.458
O -5.664 4.345 2.430
H -1.253 1.506 -3.631
Cl -0.542 3.204 -5.174
O 5.340 -3.869 -3.221
C 7.174 -4.916 -0.303
H -0.774 0.933 -5.253
H -0.908 -6.279 -4.420
H 5.237 -2.045 -4.132
H -1.978 -5.629 -3.123
Cl -3.023 1.452 -5.375
C -2.128 -4.502 -4.981
O -2.863 -6.611 -4.694
O -7.391 -3.449 3.505
H -4.944 -4.647 0.520
Cl 0.429 -5.761 4.722
O -5.184 6.538 3.147
O -3.563 -4.587 -4.878
F -1.655 -4.557 -6.291
C 5.966 -3.632 -2.012
C 5.568 8.363 1.913
H 4.617 8.823 1.645
O 0.387 -1.235 -0.502
*
```

Here is a molecular structure, C18H27ClNO4P2Tl in a non-equilibrium geometry from the OMol25 dataset. Energies are from ωB97M-V with the def2-TZVPD basis set.

The orbital gap (spin up / spin down) is 4.2 / 4.2 eV. Its strongest force on any atom is 3.24 eV Å⁻¹.

```
! wB97M-V def2-TZVPD RIJCOSX def2/J DEFGRID3
* xyz 2 1
H 3.020 2.087 -0.086
H -2.156 1.375 0.015
C -1.927 -0.214 -2.455
H 1.128 2.390 -1.390
H -4.503 -1.392 0.731
H 1.919 2.063 -2.937
Cl 1.428 1.925 8.324
H -3.548 0.145 -3.789
P -2.199 -1.053 0.157
H -1.919 0.781 1.704
H -0.056 2.710 -4.074
P 2.244 0.236 -1.386
H 4.107 0.360 -2.856
C 1.273 0.296 2.543
C -3.585 -1.987 0.880
H 4.369 1.151 -0.892
C -0.604 1.796 -3.714
C 3.255 -0.325 -2.823
C 0.030 1.100 -2.742
H -0.465 -1.861 -3.383
C 2.212 0.406 6.238
H -3.364 -2.103 1.958
H 3.542 0.505 0.588
H -2.793 -5.574 -3.613
O 0.269 -2.138 -2.773
H 3.632 -1.330 -2.583
H 2.800 -0.810 4.531
H -0.015 -1.028 -1.944
Tl 0.701 -1.292 0.202
H -3.346 -5.357 -2.191
C 1.419 0.729 3.976
C -2.655 -0.991 -1.559
C 1.433 1.506 6.660
C -1.829 1.448 -4.187
H -2.328 1.998 -4.979
C 3.419 1.093 -0.335
C -2.526 0.413 -3.569
C 2.204 0.035 4.902
H 2.725 -0.298 -3.790
C 0.664 1.845 4.388
C 0.672 2.238 5.739
H 0.099 3.078 6.096
H -3.677 -2.971 0.375
H -3.584 -1.404 -1.922
N -0.568 -0.021 -2.216
C -2.492 0.659 0.775
O 0.461 0.898 1.757
H -3.572 0.753 0.930
O -2.538 -5.248 -2.734
H 0.078 2.404 3.690
H 1.019 -1.761 -3.251
H 2.810 -0.154 6.961
C 1.319 1.595 -2.136
O 1.999 -0.707 2.189
*
```

Here is 5 unconnected molecules or ions with the total composition C18H27F2N3O6 in a non-equilibrium geometry from the OMol25 dataset. Energies are from ωB97M-V with the def2-TZVPD basis set.

The orbital gap is 11.5 eV. Its SMILES is O=C1OC[C@@H](F)O1.O=C1OC[C@@H](F)O1.CCCC#N.CCCC#N.CCCC#N. As for the relative energy (zero: lowest compared OMol25 entry of this formula, charge and spin): 54.4 kJ/mol. Its strongest force on any atom is 1.46 eV Å⁻¹.

```
! wB97M-V def2-TZVPD RIJCOSX def2/J DEFGRID3
* xyz 0 1
C -4.126 1.981 1.539
H -2.192 2.754 3.884
H -1.267 -2.577 -1.905
H 6.166 -1.383 -3.001
H -1.023 -0.142 -1.338
O 0.680 4.580 0.220
C 1.251 5.601 0.931
C -0.885 -1.084 0.596
H 6.451 0.028 -0.851
C -0.721 0.128 -0.323
H 4.707 -0.226 -0.632
H -2.607 -5.246 -2.907
C 5.539 -1.503 -2.113
H -1.253 -3.141 -3.583
H -3.061 -5.839 -0.787
C -0.023 4.424 2.346
H -1.005 -5.156 -2.236
H 1.361 -0.273 -0.667
F -1.507 1.202 2.810
H 0.580 3.582 2.688
C 1.289 1.212 0.784
H -0.680 3.125 0.686
F -1.515 4.953 0.550
O -4.410 0.995 2.389
C 5.516 -0.154 -1.368
C 0.731 0.578 -0.418
O 2.057 6.346 0.501
C -1.973 -4.648 -2.255
N 1.755 1.683 1.720
H -1.404 0.906 0.024
H -2.744 -2.707 -2.860
H 6.095 -2.229 -1.514
H -4.323 1.820 4.324
N -0.938 -4.577 1.142
H -3.369 -4.102 -0.705
C -2.591 -4.858 -0.847
C -1.790 -3.193 -2.633
O -4.747 2.252 0.573
C -0.454 4.162 0.917
C -2.534 2.049 3.129
H -1.909 -1.466 0.613
H -0.875 4.504 3.017
H -3.421 0.322 4.101
H 3.699 -2.439 -1.517
H 0.794 1.348 -1.192
C -3.744 1.233 3.607
C 3.214 -1.074 -2.935
N 2.454 -0.270 -3.245
H -0.658 -0.757 1.609
H 4.196 -2.922 -3.131
H 5.222 0.662 -2.025
O -3.021 2.684 1.984
C -1.648 -4.722 0.254
O 0.758 5.598 2.186
C 4.181 -2.086 -2.435
H -0.278 -1.940 0.299
*
```

Here is a molecular structure, C18H27InO2 in a non-equilibrium geometry from the OMol25 dataset. Energies are from ωB97M-V with the def2-TZVPD basis set.

The orbital gap (spin up / spin down) is 4.8 / 2.0 eV. As for the relative energy (zero: lowest compared OMol25 entry of this formula, charge and spin): 0.0 kJ/mol. Its strongest force on any atom is 2.01 eV Å⁻¹.

```
! wB97M-V def2-TZVPD RIJCOSX def2/J DEFGRID3
* xyz -2 1
C -2.350 0.922 1.633
H 1.509 -1.167 -3.885
H -1.717 -3.112 3.665
H 0.860 -2.859 4.241
C -1.624 0.077 -3.433
C 0.504 -1.309 -3.476
C -0.172 -0.011 -3.004
H 1.841 3.242 2.034
In -0.102 0.231 0.595
C 2.600 0.154 0.936
H -1.693 -0.065 -4.521
H 1.841 -1.842 3.180
H 0.160 2.100 -2.717
C -0.212 -2.019 2.561
H -1.638 2.510 3.045
H -2.018 2.531 -1.315
C 0.502 -1.712 -2.003
H 2.871 -0.893 1.024
C 2.267 1.045 2.020
O 0.057 -1.689 1.225
H -2.779 0.170 2.295
C 1.041 -2.588 3.197
H 2.342 3.119 -0.621
H -2.239 -0.690 -2.942
C 0.613 1.256 -3.258
C -1.464 -2.875 2.628
H -2.314 -2.342 2.192
H 0.586 1.477 -4.336
H -0.460 -1.115 3.157
C -1.561 2.945 0.844
C 2.335 2.279 0.069
C 2.665 0.936 -0.264
O -0.084 -0.418 -1.576
C -2.436 0.909 0.184
H 3.004 0.569 -1.230
H -2.967 0.161 -0.409
H -2.029 1.065 -3.188
H 1.660 1.142 -2.944
C -1.792 2.181 2.020
H 1.496 -1.851 -1.558
H -0.113 -1.944 -4.110
H 2.228 0.774 3.073
H 1.411 -3.465 2.654
H -1.348 -3.806 2.061
C -1.975 2.189 -0.282
C 2.080 2.342 1.467
H -0.199 -2.518 -1.742
H -1.188 3.966 0.814
*
```